{"formula": "C3H3ClN2O", "method": "the ωB97M-V functional and the def2-TZVPD basis", "e_above_lowest_kj_mol": 75.4, "charge": 0, "multiplicity": 3, "e_homo_ev": [-6.405, -10.073], "s2": 2.02, "species": ["C", "C", "C", "N", "N", "O", "Cl", "H", "H", "H"], "xyz": [[0.606, -0.541, 0.100], [-0.845, -0.952, 0.400], [0.222, 0.817, -0.076], [1.512, -1.385, 0.072], [-0.996, 0.789, 0.754], [-1.655, -1.623, -0.092], [-2.333, 1.507, 0.111], [0.875, 1.694, 0.157], [0.093, 0.820, -1.172], [2.521, -1.125, -0.254]]}

***

{"formula": "C3H3ClN2OS", "method": "the ωB97M-V functional and the def2-TZVPD basis", "e_above_lowest_kj_mol": 515.8, "charge": 0, "e_homo_ev": -8.819, "species": ["C", "C", "C", "H", "H", "H", "N", "N", "O", "S", "Cl"], "xyz": [[0.207, 0.585, -0.154], [-0.968, -1.312, 0.065], [0.275, -0.802, -0.179], [0.396, 3.074, 0.187], [-3.205, 0.941, 1.051], [-1.473, -2.322, 0.035], [-1.060, 0.897, -0.219], [-1.745, -0.276, 0.027], [-3.078, -0.097, -0.008], [1.326, 2.032, 0.051], [1.779, -1.682, 0.054]]}

***

{"formula": "C3H3ClN2S", "method": "the ωB97M-V functional and the def2-TZVPD basis", "e_above_lowest_kj_mol": 208.8, "charge": 0, "multiplicity": 3, "e_homo_ev": [-7.969, -9.974], "s2": 2.02, "species": ["C", "C", "C", "N", "N", "S", "Cl", "H", "H", "H"], "xyz": [[4.653, 1.250, -0.393], [4.220, 0.074, 0.058], [-0.098, -0.108, 0.184], [4.869, 2.342, -0.734], [2.398, 0.323, -0.222], [1.603, -0.976, 0.080], [4.866, -1.466, 0.205], [0.150, 0.927, -0.005], [-0.415, -0.266, 1.277], [-0.778, -0.620, -0.540]]}

***

{"formula": "C3H3ClO", "method": "the ωB97M-V functional and the def2-TZVPD basis", "e_above_lowest_kj_mol": 397.5, "charge": 0, "e_homo_ev": -9.648, "species": ["C", "C", "C", "O", "Cl", "H", "H", "H"], "xyz": [[0.559, 0.216, -0.367], [1.963, -0.211, -1.125], [-0.937, -0.240, 0.396], [1.891, -0.262, 0.122], [-2.120, -0.038, -0.801], [0.406, 1.319, -0.180], [-0.858, 0.495, 1.154], [-0.905, -1.279, 0.802]]}

***

{"formula": "C3H3ClO", "method": "the ωB97M-V functional and the def2-TZVPD basis", "e_above_lowest_kj_mol": 144.9, "charge": 0, "e_homo_ev": -9.503, "smiles": "O=C1C[C@H]1Cl", "species": ["O", "C", "C", "C", "Cl", "H", "H", "H"], "xyz": [[-0.758, 1.893, 0.455], [-0.186, 0.882, 0.311], [-0.099, -0.503, 0.764], [0.394, -0.005, -0.759], [-0.387, -0.620, -2.114], [0.634, -0.996, 1.262], [-1.122, -0.776, 0.756], [1.525, 0.126, -0.674]]}

***

{"formula": "C3H3ClO2", "method": "the ωB97M-V functional and the def2-TZVPD basis", "e_above_lowest_kj_mol": 112.1, "charge": 0, "e_homo_ev": -10.207, "smiles": "CC(=O)C(=O)Cl", "species": ["C", "C", "O", "C", "O", "Cl", "H", "H", "H"], "xyz": [[0.011, 0.215, -0.059], [1.350, 0.918, 0.224], [1.412, 1.985, 0.733], [2.471, 0.208, -0.407], [2.284, 0.452, -1.541], [3.888, -0.608, 0.393], [0.172, -0.710, -0.703], [-0.612, 0.943, -0.485], [-0.354, -0.051, 1.083]]}

***

{"formula": "C3H3ClO2", "method": "the ωB97M-V functional and the def2-TZVPD basis", "e_above_lowest_kj_mol": 358.5, "charge": 0, "e_homo_ev": -9.249, "species": ["C", "C", "C", "O", "O", "Cl", "H", "H", "H"], "xyz": [[0.005, 0.018, -0.259], [2.181, 0.091, -0.691], [-1.387, 0.001, 0.181], [0.843, 0.995, -0.462], [0.665, -1.030, -0.316], [3.064, 0.080, 0.699], [-1.520, -0.129, 1.187], [-1.936, -0.839, -0.094], [-1.915, 0.813, -0.245]]}

***

{"formula": "C3H3ClOS", "method": "the ωB97M-V functional and the def2-TZVPD basis", "e_above_lowest_kj_mol": 24.8, "charge": 0, "e_homo_ev": -10.238, "smiles": "C=C(Cl)C(=O)S", "species": ["C", "C", "Cl", "C", "O", "S", "H", "H", "H"], "xyz": [[0.156, -1.283, 0.988], [-0.144, -0.405, 0.027], [-1.527, -0.793, -1.061], [0.521, 0.932, -0.121], [1.390, 1.211, 0.652], [0.087, 2.081, -1.413], [-0.361, -2.246, 0.968], [0.941, -1.048, 1.710], [-1.063, 1.551, -1.749]]}

***

{"formula": "C3H3CsMgO4", "method": "the ωB97M-V functional and the def2-TZVPD basis", "charge": 0, "e_homo_ev": [-4.943, -3.390], "species": ["O", "O", "C", "C", "O", "O", "C", "H", "H", "H", "Cs", "Mg"], "xyz": [[-4.803, -1.775, 0.699], [0.179, -0.904, -0.569], [1.424, -0.556, -0.216], [-0.808, 0.050, -0.723], [2.306, -1.406, -0.212], [1.651, 0.666, 0.117], [-1.583, 0.447, 0.306], [-0.996, 0.328, -1.764], [-2.398, 1.145, 0.097], [-1.408, 0.078, 1.322], [6.048, -0.179, 0.642], [0.387, 2.107, 0.302]]}

***

{"formula": "C3H3CuLiO4", "method": "the ωB97M-V functional and the def2-TZVPD basis", "e_above_lowest_kj_mol": 0.0, "charge": 1, "e_homo_ev": -14.122, "species": ["H", "C", "C", "O", "C", "O", "O", "O", "Li", "H", "H", "Cu"], "xyz": [[-0.648, -1.515, -0.481], [-2.054, -0.193, 0.118], [-0.652, -0.684, 0.278], [0.193, 0.397, -0.008], [1.550, 0.223, -0.126], [2.041, -0.901, 0.054], [2.171, 1.277, -0.361], [-2.291, 0.989, -0.077], [3.773, 0.077, -0.313], [-2.850, -0.956, 0.051], [-0.480, -1.105, 1.280], [-0.752, 2.390, -0.415]]}

***

{"formula": "C3H3CuLiO4", "method": "the ωB97M-V functional and the def2-TZVPD basis", "e_above_lowest_kj_mol": 459.2, "charge": 1, "e_homo_ev": -13.504, "species": ["H", "C", "C", "O", "C", "O", "O", "O", "Li", "H", "H", "Cu"], "xyz": [[-1.377, -1.688, 0.083], [-1.987, -0.282, 0.119], [-0.570, -0.658, 0.340], [0.205, 0.379, -0.036], [1.600, 0.232, -0.248], [2.123, -0.846, 0.035], [2.146, 1.290, -0.581], [-2.276, 0.936, 0.299], [3.810, 0.125, -0.630], [-2.516, -0.796, -0.716], [-0.219, -1.158, 1.254], [-0.939, 2.468, 0.081]]}

***

{"formula": "C3H3DyFO", "method": "the ωB97M-V functional and the def2-TZVPD basis", "charge": 2, "multiplicity": 7, "e_homo_ev": [-17.734, -19.546], "s2": 12.96, "species": ["H", "H", "O", "C", "C", "C", "H", "F", "Dy"], "xyz": [[-1.245, -0.964, 1.132], [-1.808, -0.184, -0.416], [-0.238, 2.031, 0.164], [-1.058, -0.845, 0.031], [0.274, -0.221, 0.009], [0.653, 1.164, 0.054], [-1.038, -1.824, -0.471], [1.295, -1.070, -0.202], [3.165, 1.913, -0.301]]}

***

> Among the records above, which one has the highest charge?

C3H3DyFO

***

> Which formula does entry 5 have?

C3H3ClO

***

> The highest charge belongs to which entry?

C3H3DyFO

***

> What is the formula in the seventh record?

C3H3ClO2